# 1
An isolated ion of composition C9H17N2 and charge +1, computed with the ωB97M-V functional and the def2-TZVPD basis.

Properties
F_max = 6.700 eV/A
Total energy = -462.169348 a.u.
Molar mass = 153.25 Da
Orbital gap (alpha / beta) = 5.60 / 5.43 eV
Expectation value of S² = 2.0054

The geometry in ORCA input format:
```
! wB97M-V def2-TZVPD RIJCOSX def2/J DEFGRID3
* xyz 1 3
C 1.937 0.458 0.577
C 1.645 -0.916 0.997
C 1.412 -0.522 -1.379
C 1.854 0.731 -0.743
C 0.790 -1.212 -0.222
C -0.437 0.967 0.093
C -0.631 -0.578 0.047
C -0.423 1.650 1.382
C -1.630 -0.920 -1.054
N -0.733 1.635 -0.955
N -1.308 -0.940 1.437
H 2.388 1.220 1.233
H 2.501 -1.482 1.168
H 1.089 -0.442 -2.380
H 2.354 -1.139 -1.572
H 2.059 1.681 -1.227
H 0.543 -2.327 -0.391
H 0.084 2.577 1.105
H -0.163 0.996 2.200
H -1.506 1.899 1.484
H -1.802 -2.020 -0.963
H -1.125 -0.805 -2.103
H -2.559 -0.377 -1.127
H -0.549 1.260 -1.898
H -0.890 2.626 -0.915
H 0.873 -0.949 1.823
H -2.279 -0.824 1.292
H -1.000 -1.842 1.804
*
```

***

# 2
A 2-piece molecular cluster, C9H14 overall, computed with the ωB97M-V functional and the def2-TZVPD basis.

Properties
F_max = 2.373 eV/A
Total energy = -351.299915 a.u.
Molar mass = 122.21 Da
Orbital gap = 9.93 eV

The geometry in ORCA input format:
```
! wB97M-V def2-TZVPD RIJCOSX def2/J DEFGRID3
* xyz 0 1
C -2.466 0.756 0.952
C -1.571 0.226 -0.119
C -1.183 1.040 -1.174
C -0.509 0.520 -2.268
C -0.132 -0.808 -2.355
C -0.586 -1.657 -1.323
C -1.354 -1.175 -0.283
H -3.537 0.674 0.780
H -2.243 1.835 1.033
H -2.457 0.246 1.932
H -1.483 2.073 -1.164
H -0.287 1.241 -3.078
H 0.588 -1.226 -3.055
H -0.310 -2.708 -1.239
H -1.601 -1.800 0.567
C 1.812 0.375 0.940
C 3.007 -0.187 1.799
H 2.006 0.242 -0.140
H 0.901 -0.147 1.192
H 1.746 1.461 1.023
H 3.219 0.660 2.485
H 3.862 -0.554 1.247
H 2.579 -1.086 2.249
*
```

***

# 3
A 2-piece molecular cluster, C3H8O3S overall, computed with the ωB97M-V functional and the def2-TZVPD basis.

Properties
F_max = 0.731 eV/A
Total energy = -743.023977 a.u.
Molar mass = 124.16 Da
Orbital gap = 9.72 eV

The geometry in ORCA input format:
```
! wB97M-V def2-TZVPD RIJCOSX def2/J DEFGRID3
* xyz 0 1
O -0.198 -0.105 1.713
C 0.178 1.041 1.679
O 0.834 1.616 2.689
C -0.043 2.007 0.535
C 0.497 1.589 -0.815
S -0.115 0.039 -1.505
H 0.902 0.979 3.425
H -1.117 2.177 0.510
H 0.362 2.975 0.795
H 1.573 1.654 -0.853
H 0.116 2.277 -1.567
H 0.081 -0.754 -0.444
O -0.999 -4.920 -2.139
H -0.324 -5.555 -1.883
H -0.554 -4.072 -2.218
*
```

***

# 4
A single C5H10N2O molecule, computed with the ωB97M-V functional and the def2-TZVPD basis.

Properties
F_max = 4.479 eV/A
Total energy = -381.215096 a.u.
Molar mass = 114.15 Da
Orbital gap = 10.38 eV

The geometry in ORCA input format:
```
! wB97M-V def2-TZVPD RIJCOSX def2/J DEFGRID3
* xyz 0 1
H 0.562 0.531 4.145
N 0.164 0.104 3.308
C 0.461 0.650 2.213
C -0.038 -0.060 0.837
C -0.900 -1.255 1.023
C 0.357 0.565 -0.239
C -0.023 -0.081 -1.711
N -0.088 1.026 -2.636
O 0.948 -0.989 -2.138
H 1.121 1.528 2.110
H -0.491 -2.110 0.489
H -0.937 -1.479 2.088
H -1.913 -1.064 0.669
H 1.050 1.387 -0.317
H -0.952 -0.663 -1.633
H -0.787 1.701 -2.353
H -0.301 0.707 -3.577
H 1.767 -0.497 -2.278
*
```